Formula: C35H43ClCrP2Si2
Source: the OMol25 dataset
Level of theory: wB97M-V/def2-TZVPD

The geometry in XYZ format:
```
84
Properties=species:S:1:pos:R:3:mulliken_charge:R:1
Cr 1.121 -2.315 -0.276 -0.365
Cl 0.122 0.220 3.303 -0.498
P -2.591 -3.808 0.623 -0.038
P 0.890 -3.601 1.859 1.972
Si 0.649 3.056 -0.599 -1.008
Si -0.896 0.468 1.318 -0.046
C -1.264 -3.375 -0.597 0.223
C 2.059 -3.695 -1.695 -0.512
C 1.561 -2.545 -2.397 -0.738
C -2.444 -0.171 -2.665 -1.344
C -3.464 3.748 -0.512 -0.740
C 2.241 -1.387 -1.886 -0.097
C 3.145 -1.824 -0.845 -0.544
C 1.152 5.805 -0.360 -0.756
C 2.874 5.439 1.824 -0.637
C -0.658 -3.674 2.870 -1.138
C -1.170 3.404 -1.176 0.284
C -1.528 3.551 -2.518 -0.099
C 2.148 -2.890 2.956 -1.373
C 0.942 1.386 -1.203 -1.297
C -1.560 -0.182 -1.585 0.795
C 3.036 -3.250 -0.736 -0.672
C -4.296 0.055 -1.127 -0.948
C 1.975 6.852 0.069 -0.490
C -2.136 3.497 -0.179 -0.154
C 1.988 4.435 1.462 0.002
C -2.010 0.167 -0.297 1.313
C -2.251 -5.608 0.836 -1.086
C -1.933 -3.104 2.225 0.150
C -3.830 3.934 -1.862 -0.493
C 1.276 4.550 0.266 0.572
C 1.946 1.276 0.964 -1.257
C -3.806 -0.068 -2.440 -0.706
C -3.387 0.153 -0.072 -1.011
C 3.260 2.165 -0.875 -1.105
C 2.888 6.636 1.110 -0.500
C -2.853 3.823 -2.855 -0.719
C 1.417 -5.340 1.690 -1.525
C 3.163 1.662 0.397 -0.248
C 0.707 1.307 0.260 1.820
C 2.084 2.174 -1.654 -0.087
H 1.810 -4.739 -1.907 0.492
H 3.819 -1.186 -0.261 0.480
H 0.416 5.949 -1.172 0.290
H -4.882 4.179 -2.109 0.355
H -3.770 0.202 0.947 0.337
H 0.231 1.137 -1.982 1.511
H -2.033 -0.277 -3.680 0.385
H -2.059 0.057 2.158 -0.416
H -5.351 0.091 -0.923 0.480
H -0.774 3.488 -3.311 0.379
H 3.134 -2.968 2.485 0.351
H -0.812 -4.718 3.155 0.456
H 1.869 3.550 2.100 0.403
H 1.914 7.833 -0.433 0.346
H -0.425 -3.095 3.777 0.543
H 4.212 2.542 -1.248 0.355
H 1.308 -5.860 2.652 0.449
H 3.601 7.422 1.376 0.350
H -3.154 3.962 -3.887 0.409
H 0.859 -2.549 -3.230 0.457
H -1.726 -3.365 -1.586 0.615
H -1.795 -2.023 2.070 -0.665
H 1.909 -1.838 3.153 0.203
H -0.515 -0.485 -1.758 0.409
H -2.826 -5.990 1.697 0.386
H 3.647 -3.888 -0.099 0.609
H -0.169 -0.856 0.876 0.120
H 2.470 -5.367 1.388 0.431
H 2.178 -0.388 -2.293 0.689
H -4.221 3.795 0.264 0.415
H -0.468 -4.149 -0.625 0.237
H -0.864 -2.342 -0.390 -0.894
H -1.866 3.381 0.855 0.581
H -4.505 -0.076 -3.277 0.380
H -1.198 -5.848 1.007 0.224
H 0.844 -5.868 0.921 0.300
H 4.081 1.582 0.996 0.324
H -2.582 -6.110 -0.087 0.353
H 3.563 5.281 2.669 0.376
H 1.989 0.857 1.982 -0.109
H 2.173 -3.439 3.906 0.423
H 2.171 2.433 -2.719 0.521
H -2.768 -3.241 2.926 0.753
```

## Properties
Relative energy (zero: lowest compared OMol25 entry of this formula, charge and spin), kJ/mol: 457.9
LUMO (spin up / spin down), eV: 0.2 / 0.1
Total charge: 0
E_HOMO (spin up / spin down), eV: -5.5 / -7.7
Spin multiplicity: 5

Formula: C7H14N3
Source: the OMol25 dataset
Level of theory: wB97M-V/def2-TZVPD

The geometry in XYZ format:
```
24
Properties=species:S:1:pos:R:3:mulliken_charge:R:1
N 1.068 0.908 0.968 -0.008
N 0.170 -0.894 -1.849 -0.931
N -0.016 -0.143 -0.811 0.938
C -1.214 -1.354 1.843 -0.964
C 0.464 2.164 0.721 -1.392
C -0.655 -0.463 -2.796 -0.227
C 1.778 -1.294 0.229 -1.271
C -1.094 0.861 -1.086 -0.443
C 0.808 -0.174 0.229 0.646
C -1.481 0.619 -2.396 -0.843
H 2.425 -1.294 -0.704 0.341
H 1.308 2.864 0.795 0.377
H -1.399 1.332 -0.168 0.657
H 1.607 0.861 1.801 0.276
H 2.369 -1.174 1.074 0.490
H -0.968 -1.767 0.849 0.200
H -0.420 2.366 1.378 0.351
H -2.127 1.261 -2.979 0.419
H -1.787 -1.961 2.419 0.432
H 0.112 2.290 -0.271 0.767
H 1.357 -2.370 0.207 0.320
H -0.596 -0.935 -3.768 0.439
H -0.263 -1.367 2.454 0.251
H -1.445 -0.337 1.862 0.178
```

## Properties
Relative energy (zero: lowest compared OMol25 entry of this formula, charge and spin), kJ/mol: 328.3
LUMO, eV: -4.6
Total charge: +1
E_HOMO, eV: -13.9

Formula: C32H43BN6O4P
Source: the OMol25 dataset
Level of theory: wB97M-V/def2-TZVPD

The geometry in XYZ format:
```
87
Properties=species:S:1:pos:R:3:mulliken_charge:R:1
P -1.018 5.877 0.114 0.386
O 0.060 9.017 0.277 -0.615
O -2.505 4.989 0.413 -0.532
O 0.837 1.718 0.211 -0.627
O -0.151 4.336 0.085 -0.575
N -0.711 -3.123 2.100 -0.108
N 5.357 -4.559 -6.196 -0.292
N 2.142 -2.943 -1.505 -0.211
N -2.295 1.567 3.492 0.006
N -5.966 0.008 1.218 -0.504
N 0.592 6.780 -0.131 0.212
C -2.855 2.498 4.259 -0.128
C 1.566 7.942 1.770 -1.041
C 3.396 -2.770 -1.915 -0.524
C 7.916 -5.043 -7.176 -0.116
C 1.014 -4.765 2.343 -0.642
C 0.430 -5.241 3.505 -0.293
C -4.950 -1.474 2.799 0.056
C 7.240 -6.013 -6.453 -0.555
C 0.409 -3.705 1.679 -0.223
C -0.731 -0.703 -0.178 -0.432
C -3.098 2.321 5.615 -0.652
C -1.225 0.620 -0.777 -0.736
C -2.281 3.599 0.513 -0.102
C -2.156 0.140 5.410 -0.605
C 1.270 -3.433 -2.383 0.033
C 3.830 -3.075 -3.197 -0.361
C 2.916 -3.588 -4.104 0.000
C -5.078 -0.237 2.180 -0.188
C 1.607 -3.771 -3.686 -0.909
C -2.743 1.117 6.201 -0.358
C -1.954 0.417 4.065 -0.134
C 0.902 7.017 -1.541 -1.058
C -6.699 -2.267 1.390 -0.272
C 0.642 7.996 0.574 0.474
C -1.263 -3.590 3.216 -0.050
C 7.292 -3.827 -7.402 -0.588
C -0.736 -4.640 3.955 -0.606
C 6.016 -3.635 -6.891 -0.108
C -5.776 -2.509 2.394 -0.574
C 5.967 -5.722 -5.987 -0.180
C -6.753 -0.995 0.839 -0.375
C -1.048 3.345 -0.342 0.024
B -0.447 1.898 -0.275 0.528
H -4.445 0.593 2.471 0.380
H 4.083 -2.364 -1.181 0.411
H 7.779 -3.040 -7.960 0.355
H -1.061 0.595 -1.866 0.297
H -3.194 3.052 0.245 0.356
H -3.116 3.426 3.761 0.396
H 5.499 -2.694 -7.044 0.374
H -2.308 0.737 -0.649 0.277
H -7.463 -0.769 0.050 0.351
H -1.795 7.079 0.064 -0.034
H 4.862 -2.913 -3.479 0.395
H 0.055 7.422 -2.113 0.389
H -1.229 -4.975 4.858 0.383
H 1.476 2.308 -0.206 0.300
H 3.231 -3.837 -5.108 0.467
H 0.846 -3.303 0.770 0.532
H -1.299 -1.566 -0.539 0.446
H 1.220 6.072 -1.988 0.220
H 1.925 -5.198 1.952 0.398
H -4.214 -1.612 3.578 0.387
H -1.859 -0.816 5.821 0.449
H 1.729 7.731 -1.640 0.380
H -5.701 -3.488 2.852 0.373
H 2.591 7.826 1.409 0.243
H -2.175 -3.099 3.535 0.285
H 1.327 7.054 2.359 0.267
H 7.688 -6.976 -6.249 0.354
H 5.408 -6.456 -5.416 0.372
H 0.854 -4.166 -4.356 0.363
H -0.752 -0.704 0.912 -0.104
H -1.496 -0.318 3.409 0.264
H -3.555 3.115 6.191 0.384
H -1.155 5.737 -1.318 -0.183
H 8.912 -5.232 -7.557 0.362
H -2.077 3.374 1.569 0.073
H -7.366 -3.043 1.040 0.365
H -1.377 3.551 -1.386 -0.129
H 0.253 -3.554 -2.024 0.330
H 0.313 -0.855 -0.467 0.139
H -0.801 6.005 1.534 -0.221
H -2.917 0.943 7.256 0.378
H 0.874 -6.063 4.052 0.368
H 1.469 8.845 2.375 0.362
```

## Properties
LUMO, eV: 1.8
Total charge: -1
E_HOMO, eV: -4.2

Per-record M, g/mol: 669.30; 140.21; 617.52